1.
{"formula": "C3HClF4", "method": "the ωB97M-V functional and the def2-TZVPD basis", "symbols": ["C", "C", "C", "F", "F", "F", "F", "Cl", "H"], "coordinates": [[0.2265, 0.2097, -1.0957], [-0.9940, 0.3907, -1.4778], [0.6444, -0.4409, 1.4816], [-1.2957, 1.0805, -2.6279], [-2.1198, 0.1857, -0.7803], [-0.2933, -1.3231, 1.7084], [0.2641, 0.7440, 2.0294], [2.2530, -0.9542, 1.8151], [1.3148, 0.1077, -1.0528]], "atomic_forces_ev_per_a": [[1.0, -0.9, 1.5], [-0.3, 1.5, -0.6], [-1.1, 1.6, -0.7], [-0.1, -1.0, 1.1], [0.8, 0.0, -0.6], [0.1, -0.4, 0.2], [0.8, -1.2, -0.3], [-0.3, 0.2, 0.1], [-1.1, 0.3, -0.6]], "total_energy_ha": -974.38378, "e_homo_ev": [-10.05, -9.57], "lumo_energy_ev": [-0.684, -0.922], "homo_lumo_gap_ev": [9.4, 8.6]}

***

2.
{"formula": "C21H32HgNO19S3", "method": "the ωB97M-V functional and the def2-TZVPD basis", "symbols": ["Hg", "C", "O", "H", "H", "H", "C", "C", "O", "S", "O", "O", "O", "H", "H", "H", "H", "C", "C", "O", "S", "O", "O", "O", "H", "H", "H", "H", "C", "C", "O", "S", "O", "O", "O", "H", "H", "H", "H", "C", "C", "C", "C", "C", "C", "N", "O", "O", "H", "H", "H", "H", "H", "O", "C", "O", "C", "C", "C", "H", "H", "H", "H", "H", "H", "O", "C", "O", "C", "C", "C", "H", "H", "H", "H", "H", "H"], "coordinates": [[-1.2931, -1.7175, 2.5755], [0.8652, -0.4743, -0.2309], [-0.1901, -0.8137, 0.6920], [0.5128, 0.0252, -1.1334], [1.6433, 0.1463, 0.2133], [1.4376, -1.2849, -0.6819], [-0.5836, 1.1494, -5.0766], [0.1795, 0.6823, -3.8591], [1.2068, 1.5762, -3.6471], [0.9969, 3.0232, -4.3204], [2.2431, 3.4842, -4.9512], [0.1772, 3.8558, -3.4407], [0.1421, 2.2713, -5.5241], [-1.5077, 1.6659, -4.8171], [-0.7079, 0.3519, -5.8092], [0.5776, -0.3287, -3.9461], [-0.4801, 0.6954, -2.9914], [1.1092, 2.9747, 1.4294], [-0.3520, 2.7771, 1.0335], [-1.0775, 3.9034, 1.6061], [-0.1840, 4.8281, 2.5730], [-0.8722, 5.0400, 3.8715], [0.2131, 6.0243, 1.8460], [1.0279, 3.6769, 2.6060], [1.5750, 3.5805, 0.6521], [1.7533, 2.1111, 1.5948], [-0.5861, 1.7639, 1.3602], [-0.5569, 2.9035, -0.0295], [5.0086, -2.3073, -0.0949], [3.7796, -2.0434, 0.7383], [4.1322, -2.3277, 2.0301], [5.7973, -2.2568, 2.2724], [6.2869, -3.5994, 2.5932], [6.1864, -1.1044, 3.1314], [6.0520, -1.8599, 0.7501], [5.0148, -1.6126, -0.9348], [5.0933, -3.3575, -0.3743], [2.9463, -2.6659, 0.4125], [3.4173, -1.0163, 0.6935], [-3.0123, 1.3760, -1.4740], [-3.6476, 2.4815, -1.9696], [-5.0396, 2.3434, -2.2045], [-5.7203, 1.2201, -1.9012], [-5.0201, 0.1162, -1.3585], [-3.6609, 0.1820, -1.1522], [-7.1795, 1.0554, -2.0264], [-7.8034, 1.9806, -2.5113], [-7.7485, -0.0015, -1.6556], [-1.9326, 1.3896, -1.4556], [-3.1756, 3.3947, -2.3007], [-5.5188, 3.2797, -2.4497], [-5.4764, -0.8280, -1.1005], [-3.1607, -0.6634, -0.7033], [3.4039, -0.2643, 7.2384], [3.0717, 0.0160, 6.1177], [2.9202, 1.3184, 5.7821], [2.5505, 1.5436, 4.4609], [3.0800, 0.2448, 3.7961], [2.8642, -0.8339, 4.9012], [2.8954, 2.4781, 4.0184], [1.4618, 1.5259, 4.4110], [4.1592, 0.3867, 3.7391], [2.6481, -0.1741, 2.8872], [3.4026, -1.7682, 4.7422], [1.8309, -1.1801, 4.8810], [-2.2138, -3.3082, 1.0937], [-2.2463, -3.8124, 0.0400], [-3.3165, -4.5658, -0.2915], [-3.2365, -4.9612, -1.6106], [-2.1556, -4.0676, -2.2652], [-1.2937, -3.7504, -1.0741], [-4.1851, -4.8223, -2.1292], [-2.8635, -5.9844, -1.6552], [-2.6302, -3.1389, -2.5819], [-1.6085, -4.5187, -3.0930], [-0.7510, -2.8053, -1.0918], [-0.6754, -4.6235, -0.8656]], "atomic_forces_ev_per_a": [[1.5, 0.2, -2.2], [1.1, -0.7, 1.5], [-1.1, 0.2, -0.9], [-1.1, 0.5, 0.4], [-0.2, 0.4, 0.2], [-0.3, -0.8, 0.4], [-0.9, 1.2, 0.5], [-1.2, -1.0, 0.8], [2.2, 1.1, 1.2], [0.6, -0.1, -2.0], [-3.2, -0.9, 2.1], [1.4, -1.6, -1.7], [1.4, 1.8, -0.8], [-0.7, -1.2, 0.2], [0.2, 0.6, -0.3], [0.3, 0.1, -0.2], [-0.2, -0.1, 0.1], [0.1, 0.9, -2.0], [0.2, 0.2, -0.6], [0.0, -0.9, 0.4], [-1.0, 1.6, 1.2], [2.3, -1.5, -3.4], [-0.2, -2.4, 1.0], [-0.5, 2.2, 2.7], [0.4, 0.2, 0.0], [-0.5, -0.3, 0.1], [-1.2, 0.3, 0.4], [0.3, -0.4, 0.0], [-0.5, 0.8, -0.5], [-0.9, 0.3, -1.2], [1.5, -0.7, 2.6], [1.0, 0.5, 2.1], [-1.3, 2.8, -0.8], [-1.5, -3.2, -2.5], [1.0, -0.1, 0.6], [0.2, -0.5, -0.3], [0.3, 0.1, 0.0], [0.0, -0.3, 0.2], [0.3, 0.3, -0.2], [1.6, -0.3, -0.3], [-1.7, -1.1, -0.6], [0.7, 2.6, 0.4], [0.3, -2.7, 1.2], [-0.1, -0.3, -0.1], [-0.7, 0.9, -0.2], [-2.3, -0.8, -0.1], [0.7, -0.1, 0.2], [2.0, 1.8, -0.5], [0.3, 0.1, 0.5], [0.3, -0.1, 0.3], [-0.6, -0.3, -0.5], [-0.6, 0.2, -0.1], [0.3, 0.0, -0.1], [-0.5, -0.3, -0.9], [1.1, -0.2, 1.5], [0.3, 1.1, 1.2], [-1.0, -2.1, -1.5], [0.4, -0.6, 0.6], [-0.6, 0.7, -1.1], [0.3, -0.1, 0.5], [-0.3, 0.4, -0.1], [0.1, -0.2, -0.6], [0.0, 0.8, -0.4], [0.6, 0.5, 0.6], [-0.5, 0.2, 0.2], [0.2, 2.2, 5.1], [-1.7, -1.8, -3.6], [0.5, 1.3, 2.0], [1.0, -0.6, -2.8], [-0.6, 0.4, 0.0], [0.5, -0.2, -0.1], [-0.1, -0.4, 0.4], [-0.5, -0.3, 0.0], [0.0, 0.0, -0.4], [-0.3, 0.0, 0.1], [0.2, -0.3, 0.1], [0.8, 0.1, -0.1]], "total_energy_ha": -3650.99967, "total_charge": 1, "e_homo_ev": -12.28, "lumo_energy_ev": -8.923, "homo_lumo_gap_ev": 3.4}

***

3.
{"formula": "C2H7ClN2", "method": "the ωB97M-V functional and the def2-TZVPD basis", "symbols": ["C", "C", "N", "N", "Cl", "H", "H", "H", "H", "H", "H", "H"], "coordinates": [[-1.5382, -0.1315, -0.1107], [-0.3803, -0.9759, -0.6450], [1.3327, 1.0794, 0.7638], [1.3887, 0.3541, -0.5283], [2.7634, -0.6768, -0.4927], [-0.9932, 0.5315, 0.7208], [-1.8937, 0.6880, -0.7916], [-2.2690, -0.7661, 0.4819], [0.0210, -1.6584, 0.1067], [-0.0577, -0.9658, -1.6325], [0.8424, 0.5652, 1.4541], [0.7841, 1.9561, 0.6736]], "atomic_forces_ev_per_a": [[2.0, 0.9, 1.3], [1.2, 3.0, 2.8], [0.2, 0.4, -2.1], [-2.6, 0.5, 1.7], [-0.1, -0.3, 0.2], [-1.1, -1.3, -1.2], [-0.2, -1.4, 0.4], [0.5, 1.0, -1.1], [-0.1, -0.3, -0.7], [0.0, -0.7, -1.6], [-0.3, -1.1, 1.0], [0.7, -0.8, -0.6]], "total_energy_ha": -649.92160, "e_homo_ev": [-8.25, -8.34], "lumo_energy_ev": [-0.005, 0.040], "homo_lumo_gap_ev": [8.2, 8.4]}

***

4.
{"formula": "C40H33N3P2PdS3", "method": "the ωB97M-V functional and the def2-TZVPD basis", "symbols": ["Pd", "N", "P", "C", "C", "C", "C", "C", "C", "C", "C", "C", "C", "C", "C", "P", "C", "C", "C", "C", "C", "C", "C", "C", "C", "C", "C", "C", "H", "H", "H", "H", "H", "H", "H", "H", "H", "H", "H", "H", "H", "H", "H", "H", "H", "H", "H", "H", "H", "S", "C", "C", "C", "C", "C", "C", "S", "H", "H", "H", "H", "S", "C", "C", "C", "N", "C", "C", "C", "C", "C", "N", "C", "C", "H", "H", "H", "H", "H", "H", "H", "H"], "coordinates": [[1.0387, 0.8714, -1.6856], [-1.6617, -0.6482, -0.9255], [-1.1305, 0.3413, 0.3752], [-2.4739, -0.2852, 1.5580], [-3.2508, 0.5248, 2.3890], [-4.0737, -0.0178, 3.3715], [-4.1500, -1.3902, 3.5499], [-3.3875, -2.2187, 2.7333], [-2.5632, -1.6717, 1.7632], [-1.9224, 1.9793, 0.0552], [-3.0424, 2.1313, -0.7568], [-3.6369, 3.3742, -0.9278], [-3.1179, 4.4868, -0.2776], [-1.9977, 4.3468, 0.5319], [-1.4022, 3.1031, 0.6927], [-0.6290, -0.2728, -2.2384], [-1.8538, 0.4026, -3.4605], [-2.9955, -0.2980, -3.8478], [-3.9238, 0.2714, -4.7080], [-3.7116, 1.5548, -5.2007], [-2.5723, 2.2563, -4.8301], [-1.6503, 1.6828, -3.9627], [-0.4544, -1.9410, -3.0212], [0.2114, -2.0371, -4.2438], [0.4265, -3.2658, -4.8443], [-0.0078, -4.4349, -4.2272], [-0.6564, -4.3562, -3.0040], [-0.8774, -3.1176, -2.4086], [-2.6303, -0.9438, -0.9676], [-3.2145, 1.6007, 2.2620], [-4.6651, 0.6397, 3.9998], [-4.7929, -1.8116, 4.3142], [-3.4366, -3.2954, 2.8589], [-1.9711, -2.3262, 1.1339], [-3.4472, 1.2721, -1.2795], [-4.4983, 3.4748, -1.5788], [-3.5737, 5.4609, -0.4160], [-1.5662, 5.2138, 1.0183], [-0.4992, 3.0078, 1.2845], [-3.1535, -1.3067, -3.4764], [-4.8094, -0.2825, -4.9994], [-4.4343, 2.0041, -5.8727], [-2.4068, 3.2571, -5.2115], [-0.7590, 2.2144, -3.6429], [0.5852, -1.1299, -4.7081], [0.9516, -3.3187, -5.7913], [0.1717, -5.3979, -4.6913], [-0.9883, -5.2620, -2.5080], [-1.3765, -3.0548, -1.4484], [3.1187, 1.3918, -2.8958], [3.9964, 2.4508, -1.7999], [5.2807, 2.8943, -2.1580], [6.0407, 3.7231, -1.3477], [5.5249, 4.1425, -0.1245], [4.2587, 3.7226, 0.2532], [3.4700, 2.8860, -0.5506], [1.8748, 2.4126, 0.0066], [5.6757, 2.5600, -3.1114], [7.0296, 4.0377, -1.6680], [6.1015, 4.7913, 0.5277], [3.8391, 4.0453, 1.2007], [0.8729, -0.8351, 4.3820], [1.5077, -1.1242, 2.7345], [2.4475, -0.2766, 2.1839], [2.8810, -0.5280, 0.8841], [2.4131, -1.5168, 0.1349], [1.4943, -2.3126, 0.6787], [1.0160, -2.1748, 1.9716], [2.0257, -1.8443, 5.2984], [3.2076, -1.3138, 5.7953], [4.0609, -2.1367, 6.5163], [3.8146, -3.4207, 6.7704], [2.6787, -3.9204, 6.2862], [1.7601, -3.1822, 5.5552], [2.8121, 0.5884, 2.7201], [3.6123, 0.1232, 0.4220], [1.1118, -3.1041, 0.0398], [0.2581, -2.8391, 2.3633], [3.4587, -0.2778, 5.6119], [4.9928, -1.7444, 6.9099], [2.4931, -4.9689, 6.4958], [0.8510, -3.6370, 5.1847]], "atomic_forces_ev_per_a": [[0.4, 0.5, -0.2], [0.1, 0.0, 0.3], [-0.4, 0.1, 0.6], [0.0, -0.2, 0.0], [0.0, 0.0, 0.0], [0.0, 0.0, 0.0], [0.0, 0.0, 0.0], [0.0, 0.0, 0.0], [0.0, 0.1, 0.0], [-0.1, 0.0, 0.0], [0.0, 0.0, 0.0], [0.0, 0.0, 0.0], [0.0, 0.0, 0.0], [0.0, 0.0, 0.0], [0.0, 0.0, 0.0], [0.1, -0.3, -0.7], [0.0, 0.0, 0.1], [0.0, 0.0, 0.0], [0.0, 0.0, 0.0], [0.0, 0.0, 0.0], [0.0, 0.0, 0.0], [0.0, 0.0, 0.0], [-0.1, -0.1, 0.1], [0.0, 0.0, 0.0], [0.0, 0.0, 0.0], [0.0, 0.0, 0.1], [0.0, 0.0, 0.0], [0.0, 0.0, 0.0], [0.0, 0.0, -0.1], [0.0, 0.0, 0.0], [0.0, 0.0, 0.0], [0.0, 0.0, 0.0], [0.0, 0.0, 0.0], [0.0, 0.0, 0.0], [0.0, 0.0, 0.0], [0.0, 0.0, 0.0], [0.0, 0.0, 0.0], [0.0, 0.0, 0.0], [0.0, 0.0, 0.0], [0.0, 0.0, 0.0], [0.0, 0.0, 0.0], [0.0, 0.0, 0.0], [0.0, 0.0, 0.0], [0.0, 0.0, 0.0], [0.0, 0.0, 0.0], [0.0, 0.0, 0.0], [0.0, 0.0, 0.0], [0.0, 0.0, 0.0], [0.0, 0.0, 0.0], [0.1, 0.0, 0.0], [0.0, 0.0, 0.1], [-0.1, 0.0, 0.0], [0.0, 0.0, 0.0], [0.0, 0.0, 0.0], [-0.1, 0.0, 0.0], [0.0, -0.1, -0.2], [-0.1, 0.2, 0.1], [0.0, 0.0, 0.0], [0.0, 0.0, 0.0], [0.0, 0.0, 0.0], [0.0, 0.0, 0.0], [0.0, 0.0, 0.0], [0.0, 0.1, 0.0], [0.0, 0.0, 0.1], [0.0, 0.1, -0.2], [0.1, -0.3, 0.2], [-0.1, -0.1, 0.0], [0.0, 0.0, -0.1], [0.0, 0.0, 0.0], [0.1, 0.0, 0.0], [0.0, 0.0, 0.0], [0.0, 0.0, 0.0], [0.0, 0.0, 0.0], [0.0, -0.1, 0.0], [0.0, 0.0, 0.0], [0.0, 0.0, 0.0], [0.0, 0.0, 0.0], [0.0, 0.0, 0.0], [0.0, 0.0, 0.0], [0.0, 0.0, 0.0], [0.0, 0.0, 0.0], [0.0, 0.0, 0.0]], "total_energy_ha": -3713.59275, "total_charge": -2, "e_homo_ev": -0.28, "lumo_energy_ev": 3.922, "homo_lumo_gap_ev": 4.2}

***

5.
{"formula": "C20H20BF6N2", "method": "the ωB97M-V functional and the def2-TZVPD basis", "symbols": ["F", "C", "F", "F", "C", "C", "C", "C", "C", "C", "C", "C", "C", "C", "F", "F", "F", "C", "C", "C", "C", "H", "H", "H", "H", "H", "H", "H", "H", "H", "H", "B", "H", "H", "C", "N", "C", "C", "C", "N", "C", "H", "H", "H", "H", "H", "H", "H", "H"], "coordinates": [[4.8170, 2.1223, -0.5470], [4.7155, 2.2330, 0.8214], [5.8067, 1.6075, 1.3473], [4.8363, 3.5612, 1.1106], [3.4109, 1.6539, 1.2895], [3.3771, 0.3199, 1.7020], [2.1363, -0.2480, 1.9340], [0.9597, 0.4973, 1.7648], [-0.3179, -0.2882, 1.6443], [-1.6424, 0.4276, 1.4757], [-1.8405, 1.3109, 0.4137], [-3.0832, 1.9066, 0.2244], [-4.1087, 1.5960, 1.1189], [-5.4215, 2.3177, 0.9692], [-6.3957, 1.8147, 1.7785], [-5.2931, 3.6490, 1.2728], [-5.8942, 2.2515, -0.3133], [-3.9482, 0.6635, 2.1383], [-2.7152, 0.0512, 2.2818], [1.0405, 1.8632, 1.5076], [2.2704, 2.4494, 1.2200], [4.2934, -0.2538, 1.8425], [2.0587, -1.3045, 2.1949], [-0.3790, -1.0440, 2.4438], [-1.0370, 1.5512, -0.2793], [-3.2495, 2.6109, -0.5920], [-4.7730, 0.4169, 2.8052], [-2.5612, -0.7139, 3.0410], [0.1506, 2.4810, 1.4851], [2.3472, 3.5056, 0.9464], [-0.2046, -0.8138, 0.7340], [-0.1765, -2.8326, -0.5525], [0.6411, -3.0347, 0.2979], [-1.3428, -2.5437, -0.4478], [0.4508, -2.0860, -1.7154], [0.3944, -3.0174, -2.7227], [-0.1678, -4.3311, -2.5321], [0.9267, -2.5132, -3.8641], [1.3360, -1.2430, -3.5868], [1.0371, -0.9964, -2.2629], [1.3585, 0.2561, -1.6105], [-0.0993, -4.8882, -3.4666], [0.3685, -4.8843, -1.7493], [-1.2214, -4.2749, -2.2251], [0.9805, -3.0906, -4.7783], [1.8117, -0.4967, -4.2121], [1.8412, 0.9239, -2.3346], [0.4573, 0.7533, -1.2372], [2.0488, 0.1039, -0.7757]], "atomic_forces_ev_per_a": [[0.0, 0.1, 0.9], [1.0, 0.6, -0.2], [-0.9, 0.4, -0.4], [-0.1, -1.1, -0.3], [0.5, 0.2, -0.1], [-0.2, 0.3, 0.1], [-0.2, 0.0, -0.1], [0.3, 0.1, -0.1], [-0.6, 0.5, 1.3], [0.2, -0.5, 0.1], [-0.5, 0.2, 0.0], [0.1, -0.2, 0.3], [-0.4, 0.2, 0.0], [-0.9, 0.5, -0.1], [0.8, 0.4, -0.6], [-0.1, -1.1, -0.3], [0.4, 0.1, 0.9], [-0.1, 0.1, -0.2], [0.4, 0.2, 0.1], [0.1, 0.1, -0.1], [0.1, -0.3, 0.3], [-0.2, 0.2, -0.2], [0.0, 0.2, 0.0], [-0.1, 0.3, -0.2], [-0.2, 0.0, 0.2], [0.0, -0.2, 0.3], [0.2, 0.1, -0.2], [-0.1, 0.2, -0.1], [0.0, -0.1, -0.1], [0.0, -0.4, 0.1], [0.3, -1.0, -1.2], [-0.2, 3.0, 2.8], [-0.6, -1.1, 0.0], [0.2, -1.2, 0.1], [0.8, -0.6, -3.5], [0.2, 1.2, 0.4], [-0.4, -0.7, 0.3], [0.5, 0.6, -0.8], [-0.2, -0.6, -0.3], [-0.4, -1.0, 0.5], [0.2, 0.9, 0.5], [0.0, 0.0, 0.2], [0.2, 0.0, -0.2], [0.1, 0.1, -0.3], [0.0, 0.2, 0.2], [-0.2, -0.2, 0.2], [-0.2, -0.3, 0.2], [0.2, -0.3, -0.2], [-0.1, -0.1, -0.1]], "total_energy_ha": -1507.42836, "total_charge": 1, "e_homo_ev": -12.17, "lumo_energy_ev": -4.567, "homo_lumo_gap_ev": 7.6}

***

6.
{"formula": "CH4N2O3", "method": "the ωB97M-V functional and the def2-TZVPD basis", "symbols": ["N", "N", "O", "C", "O", "O", "H", "H", "H", "H"], "coordinates": [[-1.5025, 0.2801, 1.2683], [-0.2019, 0.2508, 1.1245], [0.0872, -0.9967, 0.3551], [0.2348, 0.0805, -0.5151], [1.4481, 0.6120, -0.8874], [2.0613, -0.5124, -1.5762], [-2.0433, -0.2069, 0.6034], [-1.7914, 1.1648, 1.5144], [-0.5844, 0.3892, -1.0542], [2.2920, -1.0612, -0.8328]], "atomic_forces_ev_per_a": [[-2.0, -1.6, 1.1], [4.4, -1.2, -4.0], [0.6, 0.9, -0.1], [0.5, 1.5, 4.7], [-0.7, -1.7, 0.4], [0.2, 0.6, -0.9], [-0.8, -0.4, -0.9], [-1.0, 2.2, 0.5], [-1.7, 0.2, -1.6], [0.4, -0.6, 0.7]], "smiles": "NN1O[C@@H]1OO", "total_energy_ha": -375.47104, "e_homo_ev": -8.68, "lumo_energy_ev": 0.747, "homo_lumo_gap_ev": 9.4}